(1)
{"formula": "C72H198N18O18", "method": "wB97M-V/def2-TZVPD", "species": ["C", "C", "C", "O", "C", "N", "H", "H", "H", "H", "H", "H", "H", "H", "H", "H", "H", "C", "C", "C", "O", "C", "N", "H", "H", "H", "H", "H", "H", "H", "H", "H", "H", "H", "C", "C", "C", "O", "C", "N", "H", "H", "H", "H", "H", "H", "H", "H", "H", "H", "H", "C", "C", "C", "O", "C", "N", "H", "H", "H", "H", "H", "H", "H", "H", "H", "H", "H", "C", "C", "C", "O", "C", "N", "H", "H", "H", "H", "H", "H", "H", "H", "H", "H", "H", "C", "C", "C", "O", "C", "N", "H", "H", "H", "H", "H", "H", "H", "H", "H", "H", "H", "C", "C", "C", "O", "C", "N", "H", "H", "H", "H", "H", "H", "H", "H", "H", "H", "H", "C", "C", "C", "O", "C", "N", "H", "H", "H", "H", "H", "H", "H", "H", "H", "H", "H", "C", "C", "C", "O", "C", "N", "H", "H", "H", "H", "H", "H", "H", "H", "H", "H", "H", "C", "C", "C", "O", "C", "N", "H", "H", "H", "H", "H", "H", "H", "H", "H", "H", "H", "C", "C", "C", "O", "C", "N", "H", "H", "H", "H", "H", "H", "H", "H", "H", "H", "H", "C", "C", "C", "O", "C", "N", "H", "H", "H", "H", "H", "H", "H", "H", "H", "H", "H", "C", "C", "C", "O", "C", "N", "H", "H", "H", "H", "H", "H", "H", "H", "H", "H", "H", "C", "C", "C", "O", "C", "N", "H", "H", "H", "H", "H", "H", "H", "H", "H", "H", "H", "C", "C", "C", "O", "C", "N", "H", "H", "H", "H", "H", "H", "H", "H", "H", "H", "H", "C", "C", "C", "O", "C", "N", "H", "H", "H", "H", "H", "H", "H", "H", "H", "H", "H", "C", "C", "C", "O", "C", "N", "H", "H", "H", "H", "H", "H", "H", "H", "H", "H", "H", "C", "C", "C", "O", "C", "N", "H", "H", "H", "H", "H", "H", "H", "H", "H", "H", "H"], "positions_angstrom": [[6.3151, 5.6104, -7.0097], [7.0183, 5.3469, -5.6645], [7.1171, 3.8427, -5.3327], [5.8453, 3.2277, -5.3340], [4.9506, 3.7112, -4.2891], [8.3563, 6.0495, -5.5194], [6.7597, 4.9538, -7.7576], [6.5227, 6.6300, -7.3343], [5.2645, 5.3201, -7.0147], [6.4733, 5.8139, -4.8442], [7.6445, 3.6165, -4.4060], [7.8248, 3.2843, -5.9455], [5.3322, 3.6364, -3.2709], [4.0205, 3.1427, -4.2899], [4.6587, 4.7549, -4.4058], [8.7824, 5.7705, -4.6472], [8.2084, 7.0465, -5.4556], [1.6101, 4.6178, -3.1880], [1.2457, 3.8337, -1.9345], [1.1749, 4.7777, -0.6720], [2.4125, 5.5792, -0.5173], [3.6083, 4.8198, -0.1761], [0.0536, 3.0913, -2.2023], [0.9078, 5.4173, -3.4238], [1.5944, 4.0097, -4.0924], [2.6378, 4.9288, -3.0001], [2.0140, 3.0883, -1.7293], [0.9173, 4.3248, 0.2854], [0.4082, 5.5417, -0.8009], [3.4074, 4.1623, 0.6698], [4.4443, 5.4374, 0.1522], [3.9274, 4.1926, -1.0085], [-0.6286, 3.8360, -2.2059], [-0.0462, 2.5612, -1.3484], [9.3220, 3.8591, -1.8985], [8.1634, 4.6721, -1.3680], [7.2121, 3.8615, -0.4244], [6.6126, 2.7649, -1.0833], [5.9504, 1.8142, -0.2548], [8.6247, 5.9064, -0.7879], [9.7654, 4.4943, -2.6653], [8.8945, 2.9566, -2.3354], [10.1189, 3.6122, -1.1971], [7.6190, 4.9968, -2.2547], [6.4191, 4.5582, -0.1525], [7.6859, 3.6075, 0.5237], [5.0638, 2.2276, 0.2259], [6.6604, 1.2774, 0.3744], [5.6698, 1.0473, -0.9767], [9.1219, 5.7756, 0.0814], [9.3403, 6.2433, -1.4160], [-2.9768, -4.4835, -1.7179], [-2.4393, -5.4629, -2.7528], [-2.1694, -4.7859, -4.1128], [-1.7093, -5.8262, -4.9837], [-1.5790, -5.3934, -6.2958], [-1.2577, -5.9821, -2.1661], [-2.2164, -3.7554, -1.4354], [-3.2126, -5.0042, -0.7898], [-3.8702, -3.9710, -2.0746], [-3.1769, -6.2644, -2.7931], [-1.4455, -3.9716, -4.0823], [-3.0501, -4.3546, -4.5887], [-2.3783, -4.8254, -6.7718], [-1.5288, -6.1964, -7.0312], [-0.7227, -4.7190, -6.2928], [-0.7395, -6.5272, -2.8401], [-0.6740, -5.1700, -2.0248], [0.1269, 9.3429, -1.9227], [0.1320, 9.2543, -0.4351], [-0.8966, 8.3089, 0.2440], [-0.5186, 8.3432, 1.6318], [-1.4395, 7.5501, 2.4472], [1.4558, 8.7257, -0.1823], [0.4031, 8.3869, -2.3675], [0.9379, 9.9917, -2.2533], [-0.8623, 9.6847, -2.2272], [0.0718, 10.2443, 0.0171], [-0.9076, 7.3413, -0.2577], [-1.8955, 8.7150, 0.0850], [-0.9234, 7.3588, 3.3880], [-1.5060, 6.5625, 1.9909], [-2.4302, 7.9911, 2.5566], [1.4838, 8.5619, 0.8139], [1.5177, 7.8247, -0.6344], [2.0470, 1.2218, 0.8305], [0.6822, 0.8149, 0.2465], [-0.0008, -0.3812, 0.9695], [-1.2170, -0.8540, 0.3399], [-1.7317, -1.9994, 1.0331], [-0.1884, 1.9841, 0.3995], [2.5291, 1.7883, 0.0337], [2.7437, 0.3977, 0.9843], [1.9196, 1.8306, 1.7256], [0.7848, 0.6798, -0.8302], [-0.1470, -0.1338, 2.0209], [0.7010, -1.2138, 0.9216], [-0.9716, -2.7699, 1.1621], [-2.5290, -2.4657, 0.4543], [-1.9944, -1.7510, 2.0614], [-1.0377, 1.6791, -0.0542], [-0.2737, 2.1270, 1.3957], [0.6063, -2.0943, 6.0875], [0.1903, -3.0154, 7.2100], [-1.1316, -3.7377, 6.8836], [-0.9912, -4.6449, 5.7424], [-2.3175, -4.9535, 5.1938], [1.3090, -3.8031, 7.6144], [-0.2439, -1.4814, 5.7882], [1.0129, -2.5661, 5.1929], [1.3315, -1.3569, 6.4314], [-0.0046, -2.3829, 8.0760], [-1.9304, -3.0292, 6.6645], [-1.4040, -4.3048, 7.7738], [-2.2967, -5.7527, 4.4529], [-2.6184, -3.9936, 4.7741], [-2.9802, -5.2270, 6.0149], [1.4113, -4.5722, 6.9678], [2.1694, -3.3265, 7.3847], [-4.7584, -0.1945, -0.7742], [-3.7364, 0.0092, -1.9312], [-4.4183, 0.7106, -3.0847], [-5.2837, -0.1358, -3.8309], [-5.9762, 0.6246, -4.8384], [-2.6746, 0.8152, -1.3727], [-4.3592, -0.9684, -0.1186], [-5.7201, -0.6174, -1.0649], [-4.9333, 0.6779, -0.1447], [-3.2771, -0.9417, -2.2009], [-3.7426, 1.2125, -3.7773], [-4.9029, 1.6367, -2.7757], [-6.7542, -0.0297, -5.2317], [-5.4972, 1.0945, -5.6974], [-6.6145, 1.4012, -4.4171], [-2.1557, 1.1110, -2.1872], [-2.0826, 0.2158, -0.8155], [-7.2515, -6.7650, 4.3192], [-6.9792, -5.3499, 4.8635], [-6.4561, -4.3940, 3.7589], [-5.2140, -4.8311, 3.1463], [-4.7741, -3.9072, 2.2071], [-8.1184, -4.8152, 5.6232], [-7.3651, -7.4582, 5.1526], [-6.3943, -7.2134, 3.8169], [-8.0820, -6.7287, 3.6142], [-6.2374, -5.5739, 5.6301], [-6.3138, -3.3572, 4.0637], [-7.2503, -4.4370, 3.0136], [-4.4041, -2.9958, 2.6767], [-5.5914, -3.6811, 1.5222], [-4.0230, -4.3360, 1.5437], [-8.3763, -5.5549, 6.2607], [-7.7614, -4.0603, 6.1913], [-0.5403, -8.7574, 0.1168], [-1.9054, -8.2659, 0.6387], [-1.8705, -7.1432, 1.6640], [-1.2312, -5.8953, 1.1358], [-0.0104, -5.5282, 1.7831], [-2.7702, -8.0209, -0.5152], [-0.0424, -7.9308, -0.3902], [-0.6673, -9.6376, -0.5134], [0.1116, -9.0692, 0.9329], [-2.2159, -9.1597, 1.1799], [-1.5998, -7.4368, 2.6782], [-2.8581, -6.7931, 1.9643], [0.6160, -6.3971, 1.9851], [-0.2231, -5.0703, 2.7491], [0.5615, -4.7930, 1.2169], [-2.3609, -7.2805, -1.0669], [-2.6480, -8.7968, -1.1500], [3.0017, -3.6435, 2.3220], [4.4833, -3.3342, 2.2452], [4.7546, -2.3344, 1.0855], [4.7396, -2.9835, -0.2162], [5.2938, -2.1909, -1.2738], [4.9366, -2.9199, 3.5785], [2.7984, -4.5626, 2.8716], [2.6061, -3.7927, 1.3173], [2.4102, -2.7744, 2.6099], [4.9492, -4.2925, 2.0158], [5.7502, -1.8920, 1.1185], [4.0859, -1.4736, 1.0882], [6.3341, -1.8660, -1.2520], [4.7433, -1.2659, -1.4450], [5.1974, -2.6371, -2.2636], [4.6520, -3.7208, 4.1240], [5.9323, -3.0571, 3.6774], [3.6370, 0.2754, 3.9446], [4.8364, 0.6876, 3.1250], [5.1763, 2.1522, 3.3601], [4.1856, 3.1036, 2.8407], [4.6058, 4.4965, 3.0271], [5.9085, -0.1391, 3.6144], [2.7182, 0.7970, 3.6766], [3.7951, 0.6086, 4.9703], [3.3658, -0.7803, 3.9526], [4.6023, 0.5959, 2.0644], [6.0749, 2.4567, 2.8236], [5.2644, 2.3257, 4.4325], [5.4575, 4.6976, 2.3773], [4.8959, 4.7425, 4.0486], [3.7858, 5.1625, 2.7585], [5.5138, -1.0602, 3.7403], [6.1069, 0.2009, 4.5445], [-7.6562, -8.7231, 0.8472], [-6.3415, -8.1064, 0.3076], [-6.4281, -6.5645, 0.0943], [-7.4279, -6.1174, -0.8278], [-7.2659, -4.8027, -1.2785], [-5.2390, -8.5093, 1.1643], [-8.5759, -8.5215, 0.2979], [-7.9259, -8.4466, 1.8665], [-7.5681, -9.8089, 0.8087], [-6.0674, -8.4572, -0.6874], [-5.4650, -6.1354, -0.1822], [-6.5743, -6.1078, 1.0732], [-7.5098, -4.0716, -0.5077], [-8.0607, -4.6383, -2.0061], [-6.2820, -4.5725, -1.6873], [-4.4018, -8.1344, 0.7416], [-5.2028, -8.1628, 2.1123], [0.5235, 4.3480, 3.3559], [0.4738, 3.2102, 4.4311], [-0.3913, 3.4379, 5.6700], [-0.2687, 2.2710, 6.6121], [-1.0923, 2.2056, 7.7040], [-0.0806, 2.0413, 3.8262], [0.7925, 5.2975, 3.8188], [-0.3958, 4.3910, 2.7719], [1.3381, 4.1637, 2.6555], [1.4905, 2.9618, 4.7358], [-1.4308, 3.6224, 5.3992], [0.0668, 4.3373, 6.0816], [-2.0882, 2.0595, 7.2859], [-0.8923, 3.0315, 8.3867], [-0.7764, 1.3844, 8.3474], [-0.0866, 1.2086, 4.3976], [-1.0478, 2.2480, 3.6216], [-0.2505, -0.3051, -5.8326], [0.0820, 0.2010, -4.4087], [1.5551, 0.6233, -4.4224], [2.3546, -0.5719, -4.5438], [3.7339, -0.3460, -4.3585], [-0.8967, 1.3078, -4.1139], [-0.6864, 0.4469, -6.4903], [-1.0731, -1.0012, -5.6691], [0.4369, -1.0387, -6.2538], [-0.0634, -0.6137, -3.6994], [1.8162, 1.0296, -3.4453], [1.8979, 1.3616, -5.1474], [4.2068, 0.2733, -5.1207], [4.2967, -1.2794, -4.3668], [3.9450, 0.2031, -3.4409], [-0.9401, 1.8468, -4.9670], [-0.6338, 2.0295, -3.4581], [4.0407, -5.8917, -3.6993], [2.5266, -5.6888, -3.4674], [2.2422, -4.3412, -2.7497], [0.8804, -4.1486, -2.3077], [0.7957, -2.9143, -1.5763], [1.8499, -5.6507, -4.7642], [4.5614, -5.9262, -2.7424], [4.4350, -5.2728, -4.5053], [4.1454, -6.9136, -4.0640], [2.0445, -6.4961, -2.9161], [2.6936, -3.4705, -3.2254], [2.8031, -4.3938, -1.8166], [-0.0947, -2.9532, -0.9488], [0.5784, -2.1229, -2.2936], [1.6707, -2.6980, -0.9634], [0.8599, -5.4516, -4.7467], [2.2112, -4.8280, -5.2254], [-2.4281, 4.7338, -4.1061], [-2.3945, 5.7115, -2.8249], [-3.6784, 6.3406, -2.4971], [-3.4341, 7.2835, -1.4367], [-4.4892, 8.2412, -1.4530], [-2.0181, 4.9676, -1.6407], [-3.1273, 3.9398, -3.8438], [-1.4396, 4.3355, -4.3345], [-2.8211, 5.1756, -5.0218], [-1.6766, 6.5189, -2.9690], [-4.3344, 5.4999, -2.2713], [-4.0548, 6.8623, -3.3770], [-5.4463, 7.7605, -1.2507], [-4.5197, 8.7302, -2.4267], [-4.4113, 8.9784, -0.6539], [-1.9276, 5.5753, -0.8391], [-2.7614, 4.3788, -1.2929], [-3.8259, 4.5236, 1.7987], [-3.2200, 3.2155, 1.2518], [-3.5721, 1.9554, 2.0746], [-2.8977, 1.9102, 3.3560], [-3.2610, 0.7365, 4.0623], [-3.8014, 3.1235, -0.0675], [-3.3900, 4.7119, 2.7798], [-4.9063, 4.3879, 1.8477], [-3.6384, 5.4104, 1.1932], [-2.1663, 3.4862, 1.1835], [-3.1936, 1.1209, 1.4843], [-4.6431, 1.7889, 2.1900], [-4.3386, 0.6002, 4.1544], [-2.7930, 0.8754, 5.0368], [-2.8499, -0.2310, 3.7741], [-3.4237, 2.3184, -0.5463], [-4.8091, 3.0604, -0.0407]], "lowdin_charge": [-0.0448, -0.4004, -0.2125, -0.1727, -0.0775, 0.0312, 0.0777, 0.0726, 0.0753, 0.1102, 0.0977, 0.1280, 0.0726, 0.0670, 0.0745, 0.0354, 0.0600, -0.0372, -0.4156, -0.1173, -0.2124, -0.0842, 0.0268, 0.0778, 0.0695, 0.0624, 0.1090, 0.0899, 0.0859, 0.0562, 0.0793, 0.0706, 0.0257, 0.0225, -0.0692, -0.4450, -0.1809, -0.2008, -0.0785, 0.0354, 0.0664, 0.0727, 0.0821, 0.1201, 0.0931, 0.1248, 0.0707, 0.0953, 0.0762, 0.0718, 0.0654, -0.0499, -0.4214, -0.1600, -0.1918, -0.1406, 0.0524, 0.0582, 0.0594, 0.0743, 0.1380, 0.1217, 0.1224, 0.0825, 0.0924, 0.0798, 0.0867, 0.0451, -0.0744, -0.4397, -0.1832, -0.1953, -0.0670, 0.0408, 0.0705, 0.0829, 0.0784, 0.1405, 0.0942, 0.1071, 0.0798, 0.0558, 0.0890, 0.0632, 0.0452, -0.0253, -0.3608, -0.1445, -0.2310, -0.0800, 0.0483, 0.0616, 0.0550, 0.0649, 0.1302, 0.1178, 0.1034, 0.0698, 0.0736, 0.0759, 0.0423, 0.0486, -0.0742, -0.4554, -0.1707, -0.2136, -0.0654, 0.0397, 0.0664, 0.0732, 0.0757, 0.1314, 0.1125, 0.1205, 0.0734, 0.0781, 0.0833, 0.0694, 0.0660, -0.0321, -0.3749, -0.2224, -0.1553, -0.1112, 0.0360, 0.0546, 0.0773, 0.0523, 0.1382, 0.1028, 0.1177, 0.0828, 0.0862, 0.0793, 0.0509, 0.0397, -0.0586, -0.4310, -0.1569, -0.2054, -0.1403, 0.0325, 0.0780, 0.0590, 0.0786, 0.1203, 0.1188, 0.1197, 0.0791, 0.0809, 0.0761, 0.0663, 0.0662, -0.0617, -0.4170, -0.1418, -0.2057, -0.1122, 0.0526, 0.0652, 0.0759, 0.0717, 0.1303, 0.1180, 0.0980, 0.0869, 0.0738, 0.0580, 0.0183, 0.0825, -0.0652, -0.3939, -0.1522, -0.1903, -0.1109, 0.0296, 0.0852, 0.0603, 0.0732, 0.1376, 0.1158, 0.1003, 0.0885, 0.0615, 0.0736, 0.0802, 0.0854, -0.0647, -0.4545, -0.1670, -0.2288, -0.0829, 0.0475, 0.0539, 0.0869, 0.0599, 0.0976, 0.1131, 0.1234, 0.0736, 0.0851, 0.0791, 0.0051, 0.0732, -0.0521, -0.3992, -0.1814, -0.1731, -0.1227, 0.0493, 0.0703, 0.0533, 0.0695, 0.1343, 0.1005, 0.1018, 0.0769, 0.0888, 0.0736, 0.0008, 0.0525, -0.0195, -0.4084, -0.1268, -0.2116, -0.1496, 0.0471, 0.0770, 0.0610, 0.0544, 0.1326, 0.1236, 0.1168, 0.0849, 0.0868, 0.0842, 0.0734, 0.0359, -0.0564, -0.3663, -0.1847, -0.2000, -0.1189, 0.0446, 0.0761, 0.0627, 0.0761, 0.1096, 0.0999, 0.1276, 0.0844, 0.0792, 0.0710, 0.0522, -0.0117, -0.0510, -0.4021, -0.1799, -0.2179, -0.0637, 0.0429, 0.0766, 0.0791, 0.0728, 0.1356, 0.1215, 0.1037, 0.0614, 0.0790, 0.0832, 0.0380, 0.0664, -0.0078, -0.3938, -0.2271, -0.1977, -0.1036, 0.0463, 0.0640, 0.0507, 0.0703, 0.1332, 0.1323, 0.1237, 0.0866, 0.0865, 0.0830, 0.0566, 0.0392, -0.0562, -0.4123, -0.1519, -0.2178, -0.1013, 0.0274, 0.0709, 0.0793, 0.0627, 0.1139, 0.1036, 0.1267, 0.0922, 0.0780, 0.0712, 0.0129, 0.0851], "total_energy_ha": -5201.4015, "homo_ev": -8.22, "orbital_gap_ev": 8.4621, "e_above_lowest_ev": 5.417}



(2)
{"formula": "C9H14O", "method": "wB97M-V/def2-TZVPD", "species": ["C", "C", "C", "C", "C", "O", "C", "C", "C", "C", "H", "H", "H", "H", "H", "H", "H", "H", "H", "H", "H", "H", "H", "H"], "positions_angstrom": [[1.4363, -1.1846, 1.0716], [0.2552, -0.6203, 0.0964], [0.4605, -1.3486, -1.2183], [-1.0992, -1.1411, 0.6333], [-2.0881, -0.0745, -0.0586], [-3.1379, -0.4086, -0.5351], [-1.5465, 1.1810, 0.0095], [-0.5846, 1.4948, 1.0763], [0.2367, 0.8994, 0.0793], [1.0867, 1.7501, -0.8672], [1.8545, -2.0484, 0.6354], [0.9685, -1.3845, 1.9718], [2.2496, -0.4454, 1.1226], [1.3068, -0.8261, -1.6886], [-0.3225, -1.3164, -1.8769], [0.6679, -2.4022, -1.1314], [-1.2972, -1.3427, 1.6974], [-1.3173, -2.0245, 0.0344], [-1.8464, 1.9607, -0.6666], [-0.3916, 2.5318, 1.0061], [-0.8035, 0.9199, 1.9199], [0.7957, 1.6163, -1.9598], [2.0962, 1.3958, -0.8038], [1.0200, 2.8181, -0.5475]], "lowdin_charge": [0.0126, -0.4558, -0.0464, -0.0365, -0.4373, 0.0826, -0.0596, -0.0976, -0.2519, -0.0153, 0.0525, 0.0420, 0.0845, 0.0934, 0.0602, 0.0882, 0.1268, 0.1130, 0.1434, 0.1164, 0.1145, 0.1096, 0.0661, 0.0943], "total_energy_ha": -426.4803, "homo_ev": -8.61, "smiles": "CC1(C)CC(=O)[C@H]2C[C@]21C", "orbital_gap_ev": 9.3441, "e_above_lowest_ev": 2.516}